1.
55
Properties=species:S:1:pos:R:3:mulliken_charge:R:1 method="wB97M-V/def2-TZVPD" de_lowest_kj_mol=0.0 gap_ev=9.5 lumo_ev=-0.87
O -1.2912 1.7314 -2.5702 -0.60
P -1.7396 0.4719 -3.2341 0.21
B -1.1799 -0.9522 -2.0479 0.79
O -0.4890 -2.0875 -2.3698 -0.42
B 0.4029 -2.5756 -1.4205 0.36
C 1.3232 -3.7916 -1.7488 -0.58
O 1.6293 -3.8228 -3.1274 -0.21
C 2.6611 -4.7340 -3.4181 -0.41
O 2.6483 -5.0724 -4.7626 -0.38
C 2.5047 -3.9802 -5.6661 -0.18
C 3.3594 -4.2601 -6.8781 -0.66
O 4.7189 -4.4326 -6.5283 -0.52
O 0.4782 -1.9889 -0.1567 -0.60
B -0.1569 -0.7873 -0.0791 0.57
C 0.4608 0.5347 0.5633 0.39
O 1.6427 0.7758 0.4874 -0.54
N -0.4814 1.3807 1.1881 0.01
C -0.0337 2.6540 1.6204 0.43
O -0.2771 3.1149 2.6790 -0.47
F 0.6575 3.3127 0.7195 -0.20
O -1.3815 -0.6670 -0.7198 -0.34
H -1.1730 0.2877 -4.5069 0.07
H -3.1355 0.4075 -3.4161 0.06
H 2.2294 -3.7333 -1.1405 0.37
H 0.8085 -4.7093 -1.4322 0.30
H 3.6338 -4.3076 -3.1388 0.35
H 2.5091 -5.6572 -2.8557 0.35
H 1.4627 -3.9169 -5.9766 0.27
H 2.8274 -3.0414 -5.2240 0.30
H 2.9823 -5.1251 -7.4238 0.31
H 3.3114 -3.3891 -7.5269 0.37
H 4.8083 -5.2899 -6.1012 0.31
H -1.2974 1.4668 0.5815 0.33
C -0.9927 6.2322 3.6601 -0.23
C 0.5165 6.2900 3.6097 -0.19
O 0.8076 7.6783 3.3865 -0.33
S -0.2880 8.5848 4.1150 1.09
O 0.2023 9.0092 5.3745 -0.54
O -0.7931 9.5135 3.1734 -0.53
O -1.3634 7.4275 4.3643 -0.34
H -1.4286 6.2633 2.6599 0.29
H -1.3589 5.3603 4.1919 0.28
H 0.9345 5.6924 2.8068 0.20
H 0.9602 5.9893 4.5607 0.29
C -1.7554 -1.4478 3.7562 -0.06
C -2.7163 -0.3188 4.0599 -0.27
O -4.0024 -0.8767 3.7535 -0.33
S -4.0181 -2.4393 4.0940 1.08
O -4.5825 -2.6464 5.3748 -0.53
O -4.4943 -3.1329 2.9554 -0.52
O -2.4312 -2.6247 4.2103 -0.34
H -1.5753 -1.5436 2.6825 0.06
H -0.8090 -1.3449 4.2790 0.33
H -2.5430 0.5610 3.4471 0.23
H -2.6929 -0.0425 5.1155 0.33

=====

2.
37
Properties=species:S:1:pos:R:3:lowdin_spin:R:1 method="wB97M-V/def2-TZVPD" total_charge=+1 spin_multiplicity=2 de_lowest_kj_mol=0.0 s_squared=0.783 gap_ev="6.5 / 3.9" lumo_ev="-3.48 / -6.02"
Ba -1.2291 0.7931 1.3462 0.01
P -0.1336 3.8462 1.2969 0.06
P -1.3492 -2.0579 2.9749 0.00
N -0.5825 1.3860 -1.1361 0.32
N -1.0821 -1.1313 -0.3996 0.01
H -0.4024 0.7044 -3.1348 0.01
H -1.4928 -1.5550 -2.4360 0.00
H -2.0617 0.6811 -2.5039 0.02
C -1.0052 0.5163 -2.2330 0.04
H 0.2193 -1.2492 -2.0732 0.00
C -0.8143 -0.9360 -1.8362 0.00
H -0.7695 2.9970 -2.4171 0.00
H -1.1446 -3.1573 -0.6931 0.00
C -0.5714 2.6927 -1.3709 0.01
C -1.1844 -2.3584 0.0695 0.00
C -0.2754 3.7495 -0.4887 0.46
C -1.3332 -2.8473 1.3844 0.00
H -0.1400 4.7106 -1.0050 0.02
H -1.4337 -3.9324 1.4068 0.00
H -0.1488 -1.2651 2.8838 0.00
H -2.3770 -1.0532 2.7626 0.00
H 0.7282 2.6940 1.5280 0.01
H -1.4952 3.3907 1.6155 0.03
H 1.4284 -1.5651 -0.1462 0.00
C 2.1330 -0.8235 0.2511 0.00
C 2.6112 -1.2443 1.6190 0.00
C 3.2217 -0.5499 -0.7598 0.00
O 1.3598 0.4085 0.4587 0.01
H 3.2780 -2.1134 1.5633 0.00
H 3.1643 -0.4213 2.0924 0.00
H 1.7661 -1.5076 2.2667 0.00
H 2.7913 -0.2845 -1.7336 0.00
H 3.8472 0.2792 -0.4016 0.00
H 3.8812 -1.4121 -0.9179 0.00
H 0.9404 0.7080 -0.4081 0.00
O -5.7422 0.9887 0.2307 0.00
C -4.6018 0.9190 0.3443 0.00

=====

3.
40
Properties=species:S:1:pos:R:3:mulliken_charge:R:1 method="wB97M-V/def2-TZVPD" smiles=BrCCBr.BrCCBr.BrCCBr.BrCCBr.BrCCBr de_lowest_kj_mol=268.3 gap_ev=10.2 lumo_ev=0.03
Br -5.7568 -2.4689 2.0441 -0.16
C -4.6058 -0.8877 2.3925 -0.59
C -4.2165 -0.2316 1.0648 -0.62
Br -3.0338 1.3757 1.5455 -0.17
H -3.7650 -1.0466 3.0678 0.42
H -5.3723 -0.1790 2.7060 0.33
H -5.0394 0.1306 0.4485 0.40
H -3.8035 -1.0153 0.4297 0.39
Br 0.9091 -2.7004 -3.6296 -0.19
C 0.9197 -0.7185 -3.8739 -0.57
C 2.0263 -0.2012 -3.0065 -0.63
Br 1.8987 1.8319 -3.3415 -0.18
H 0.0131 -0.1821 -3.5937 0.42
H 1.2334 -0.5600 -4.9057 0.37
H 3.0840 -0.4631 -3.0331 0.42
H 1.6999 -0.3364 -1.9753 0.36
Br 2.6354 9.8663 -3.1173 -0.17
C 4.0901 8.9794 -1.9789 -0.68
C 3.4842 8.2394 -0.6672 -0.50
Br 4.9578 7.4404 0.3991 -0.15
H 4.7743 9.7039 -1.5373 0.36
H 4.7616 8.5035 -2.6936 0.41
H 2.7463 7.5434 -1.0662 0.36
H 2.9670 8.9570 -0.0302 0.36
Br 2.3492 -0.9636 3.9931 -0.16
C 3.8023 -0.2210 5.1169 -0.44
C 3.5705 -0.5401 6.5207 -0.70
Br 4.7644 0.4965 7.8256 -0.17
H 3.8076 0.8667 5.0464 0.36
H 4.7461 -0.6239 4.7494 0.35
H 3.4711 -1.5262 6.9745 0.42
H 2.5395 -0.2249 6.6814 0.35
Br -3.4808 -9.2882 -2.7160 -0.11
C -3.9286 -7.5735 -3.3861 -0.50
C -4.8473 -6.8470 -2.3485 -0.60
Br -6.7169 -7.4957 -2.4170 -0.13
H -4.2991 -7.8046 -4.3848 0.35
H -2.9689 -7.0568 -3.3953 0.28
H -4.8699 -5.7860 -2.5973 0.32
H -4.5473 -6.9923 -1.3108 0.38

=====

4.
44
Properties=species:S:1:pos:R:3:mulliken_charge:R:1 method="wB97M-V/def2-TZVPD" total_charge=+1 gap_ev=10.5 lumo_ev=-2.29
O -0.0445 0.4776 0.6693 -0.67
C 0.7570 1.3237 0.3982 0.77
O 1.2524 1.4771 -0.8104 -0.25
C 2.2787 2.4468 -1.0862 -0.14
C 2.8060 2.2388 -2.4951 -1.04
C 3.4366 0.8807 -2.8293 0.33
F 2.8484 -0.1502 -2.1758 -0.28
Br 3.2066 0.5684 -4.7494 -0.05
C 4.9554 0.7870 -2.5657 0.57
F 5.5927 1.7440 -3.2351 -0.20
F 5.4188 -0.3894 -2.9654 -0.19
Br 5.3742 0.9366 -0.6775 -0.08
O 1.1584 2.2754 1.3073 -0.18
P 2.3106 1.8852 2.3736 0.86
O 3.0001 0.6434 2.0336 -0.53
O 3.2065 3.1933 2.4374 -0.43
O 1.4992 1.9457 3.7286 -0.45
H 3.0753 2.3980 -0.3480 -0.15
H 1.8361 3.4450 -1.0350 0.37
H 3.5898 2.9902 -2.6401 0.43
H 2.0319 2.4681 -3.2267 0.52
H 3.9751 3.1144 1.8539 0.36
H 1.9688 1.4326 4.4043 0.37
C -4.0027 -0.5256 0.4351 -0.66
N -3.5594 -1.8835 0.8920 -0.05
C -4.7782 -2.6591 1.2798 -0.90
C -2.6746 -1.7353 2.0851 -0.78
C -2.8651 -2.6678 -0.2022 -0.54
C -1.5588 -2.0962 -0.7042 -0.48
O -1.7526 -0.8526 -1.3445 -0.55
H -4.6952 -0.1389 1.1798 0.39
H -3.1431 0.1280 0.3564 0.23
H -4.4937 -0.6198 -0.5286 0.35
H -5.2949 -2.1240 2.0721 0.40
H -4.4765 -3.6432 1.6290 0.40
H -5.4239 -2.7516 0.4103 0.40
H -1.7997 -1.1495 1.8151 0.30
H -2.3789 -2.7236 2.4298 0.34
H -3.2320 -1.2177 2.8620 0.41
H -3.5839 -2.7531 -1.0168 0.40
H -2.6812 -3.6578 0.2171 0.35
H -1.1600 -2.8178 -1.4231 0.38
H -0.8285 -2.0099 0.1034 0.32
H -1.1512 -0.2334 -0.9144 0.37

=====

5.
61
Properties=species:S:1:pos:R:3:lowdin_spin:R:1 method="wB97M-V/def2-TZVPD" spin_multiplicity=2 s_squared=0.761 gap_ev="7.4 / 6.3" lumo_ev="-0.44 / -1.18"
Ca -17.6044 27.6482 19.1618 -0.02
P -19.9510 28.4696 19.5776 -0.02
O -21.3515 28.9000 20.0631 0.06
O -19.0797 29.0675 18.4716 0.38
O -19.9866 27.0729 19.0036 0.48
O -18.8790 28.4301 20.7640 0.12
C -19.9362 25.7194 22.4430 0.00
C -20.2410 24.4697 21.5320 0.00
O -19.0205 23.7446 21.5638 0.00
S -17.7024 24.7918 21.5886 0.00
O -17.5273 25.4300 20.3019 0.00
O -16.4987 24.0802 22.1496 0.00
O -18.4989 25.6761 22.6639 0.00
H -20.5526 25.8745 23.3284 0.00
H -20.1126 26.5388 21.7462 0.00
H -20.4332 24.8422 20.5258 0.00
H -21.0461 23.8524 21.9307 0.00
C -14.6656 27.2160 24.5281 0.00
C -13.7642 28.4269 24.0121 0.00
O -14.0415 28.5010 22.6609 0.00
S -15.5975 27.9632 22.2708 0.00
O -15.6816 27.3333 20.9526 0.00
O -16.6143 28.9364 22.7493 0.00
O -15.4870 26.8057 23.4034 0.00
H -15.0941 27.6220 25.4445 0.00
H -14.0743 26.3355 24.7793 0.00
H -12.7008 28.2911 24.2090 0.00
H -14.1979 29.3526 24.3903 0.00
C -11.8593 27.2025 16.6275 0.00
C -12.0118 25.7154 16.6180 0.00
O -13.0998 25.3297 17.3903 0.00
S -13.7304 26.6565 18.1967 0.00
O -13.1584 26.7240 19.5669 0.00
O -15.1947 26.7555 18.0710 0.00
O -13.0216 27.6371 17.0428 0.00
H -11.6432 27.6175 15.6431 0.00
H -11.1957 27.6639 17.3589 0.00
H -11.1964 25.2308 17.1550 0.00
H -12.1820 25.3051 15.6226 0.00
C -15.4708 29.4151 14.8326 0.00
C -16.9496 29.9273 14.9298 0.00
O -17.6525 28.8185 14.6880 0.00
S -16.9561 27.5394 15.4624 0.00
O -16.9709 26.2398 14.7175 0.00
O -17.3853 27.5808 16.8336 0.00
O -15.4578 28.1212 15.2600 0.00
H -14.6203 29.8774 15.3337 0.00
H -15.0537 29.4232 13.8256 0.00
H -17.0959 30.7534 14.2339 0.00
H -17.2081 30.3154 15.9151 0.00
C -12.4251 30.2588 19.9063 0.00
C -12.5122 30.4852 18.3721 0.00
O -13.8536 30.0918 18.0810 0.00
S -15.0049 30.3842 19.2267 0.00
O -16.1100 29.4287 19.1625 0.00
O -15.3488 31.8258 19.2513 0.00
O -13.7647 30.0748 20.3655 0.00
H -12.1284 31.1704 20.4250 0.00
H -11.7341 29.4781 20.2242 0.00
H -11.7203 29.9468 17.8515 0.00
H -12.4210 31.5570 18.1961 0.00

=====

6.
40
Properties=species:S:1:pos:R:3:lowdin_spin:R:1 method="wB97M-V/def2-TZVPD" total_charge=-1 spin_multiplicity=2 de_lowest_kj_mol=70.3 s_squared=0.751 gap_ev="2.1 / 10.5" lumo_ev="2.46 / 2.41"
Cl 14.4870 16.6487 0.8184 0.02
C 15.2863 18.1478 0.5254 0.02
C 14.1905 19.3351 0.5486 0.01
Cl 13.5890 19.4657 2.2474 0.00
H 15.8486 18.1011 -0.4072 0.01
H 15.9676 18.2505 1.3701 0.00
H 13.3042 19.0525 -0.0195 0.00
H 14.5605 20.3254 0.2836 0.00
Cl 16.5292 21.5834 -2.0164 0.03
C 15.7488 21.9678 -3.5491 0.05
C 14.5691 22.9061 -3.3336 0.03
Cl 13.0547 22.1282 -2.7945 0.02
H 15.3979 21.0133 -3.9416 0.02
H 16.4134 22.3874 -4.3042 0.02
H 14.2980 23.5514 -4.1692 0.01
H 14.9555 23.6579 -2.6454 0.00
Cl 16.0108 11.1530 -9.5157 0.02
C 16.1195 12.8638 -9.1052 0.01
C 16.4569 13.1235 -7.5902 0.04
Cl 16.1672 14.8575 -7.0364 0.18
H 15.1093 13.2594 -9.2109 0.00
H 16.8102 13.4588 -9.7026 0.00
H 17.5268 13.0201 -7.4097 0.00
H 16.0879 12.3530 -6.9132 0.00
Cl 12.1490 11.7069 -3.2605 0.01
C 12.6945 13.2078 -4.0424 0.01
C 13.7830 13.0098 -5.1133 0.02
Cl 13.1753 12.6981 -6.7368 0.01
H 13.0280 13.9080 -3.2765 0.00
H 11.7528 13.6161 -4.4093 0.00
H 14.5720 12.3512 -4.7501 0.00
H 14.4345 13.8700 -5.2677 0.01
Cl 15.6261 18.2206 -3.1876 0.14
C 13.9914 17.5592 -3.6701 0.04
C 13.8497 17.5992 -5.2462 0.08
Cl 12.3579 16.5773 -5.6433 0.09
H 13.2148 18.1393 -3.1717 0.01
H 14.0098 16.5834 -3.1848 0.01
H 14.6005 17.0305 -5.7949 0.02
H 13.7255 18.6370 -5.5552 0.03